48
Properties=species:S:1:pos:R:3:lowdin_charge:R:1 method="wB97M-V/def2-TZVPD" homo_lumo_gap_ev=6.89 charge=-1 lumo_energy_ev=2.399 de_lowest_kcal_mol=0.00 energy_ev=-70050.9081 homo_ev=-4.5
K -7.01439 -34.65190 3.43586 0.84
C -9.86099 -35.26522 5.70139 -0.50
O -10.16377 -34.88130 4.34628 -0.13
O -8.54100 -35.07810 5.92985 -0.26
C -10.96973 -34.86709 6.74297 -0.54
F -11.05968 -33.53082 6.92687 0.10
F -12.17284 -35.29133 6.28810 0.11
F -10.76588 -35.34027 7.98185 0.13
C -10.21328 -33.51070 4.00107 -0.30
C -10.42002 -33.37573 2.49681 -0.07
H -10.42782 -32.32908 2.18807 0.06
H -9.61531 -33.88449 1.95974 0.07
H -11.32372 -33.84592 2.10435 0.07
H -9.28640 -32.97016 4.21912 0.08
H -11.02804 -33.00029 4.52293 0.11
H -10.08809 -36.32569 5.49950 0.13
C -5.12468 -35.48346 0.17147 -0.51
O -4.02958 -34.58200 0.49474 -0.11
O -5.71108 -35.88746 1.30085 -0.25
C -6.01056 -34.80704 -0.88498 -0.53
F -6.90798 -35.67924 -1.38217 0.12
F -6.78828 -33.77649 -0.42633 0.10
F -5.30987 -34.35397 -1.94380 0.11
C -2.91671 -34.53498 -0.37937 -0.31
C -1.89354 -33.54942 0.10961 -0.09
H -1.63709 -33.70734 1.15959 0.08
H -0.90920 -33.68962 -0.34495 0.07
H -2.24813 -32.54432 -0.12472 0.06
H -3.10965 -34.28995 -1.42617 0.11
H -2.41251 -35.51043 -0.39316 0.11
H -4.61043 -36.31320 -0.34128 0.14
C -8.46041 -30.28946 -0.37607 -0.09
O -8.18035 -31.26582 0.62279 -0.22
P -7.17088 -30.97356 1.81612 0.41
O -6.97034 -32.13554 2.70847 -0.31
O -5.84145 -30.39258 1.13358 -0.20
C -4.84403 -31.39362 0.80899 -0.09
O -7.77202 -29.67889 2.52185 -0.20
C -8.72393 -29.81886 3.55626 -0.09
H -8.20369 -30.62360 -1.37878 0.09
H -7.86213 -29.39692 -0.17737 0.08
H -9.50910 -30.01473 -0.27195 0.09
H -3.88227 -30.91377 0.98953 0.08
H -4.82523 -31.70905 -0.23404 0.09
H -4.90529 -32.29226 1.41875 0.07
H -9.64012 -29.27241 3.31478 0.09
H -8.39983 -29.25947 4.43770 0.09
H -8.94872 -30.84579 3.83437 0.07